Record 1
{"formula": "C30H70B2IN3O17P3", "method": "ωB97M-V/def2-TZVPD", "e_above_lowest_kj_mol": 0.00, "e_tot_ev": -108844.87517, "orbital_gap_ev": 7.90, "homo_ev": -11.18, "max_force_ev_per_a": 6.9, "charge": 1, "elements": ["C", "C", "C", "I", "N", "C", "N", "C", "C", "C", "O", "C", "C", "O", "C", "C", "B", "C", "O", "N", "B", "O", "O", "H", "H", "H", "H", "H", "H", "H", "H", "H", "H", "H", "H", "H", "H", "H", "H", "H", "H", "H", "H", "H", "H", "H", "H", "H", "O", "P", "O", "C", "C", "O", "C", "C", "O", "C", "C", "H", "H", "H", "H", "H", "H", "H", "H", "H", "H", "H", "H", "H", "H", "H", "O", "P", "O", "C", "C", "O", "C", "C", "O", "C", "C", "H", "H", "H", "H", "H", "H", "H", "H", "H", "H", "H", "H", "H", "H", "H", "O", "P", "O", "C", "C", "O", "C", "C", "O", "C", "C", "H", "H", "H", "H", "H", "H", "H", "H", "H", "H", "H", "H", "H", "H", "H"], "xyz": [[-1.893, -2.471, -0.389], [-3.435, -2.427, -0.283], [-4.023, -1.060, 0.101], [-6.155, -0.935, -0.246], [-3.309, 0.116, -0.346], [-2.911, 0.395, -1.572], [-2.203, 1.554, -1.685], [-1.914, 2.007, -3.051], [-0.767, 3.009, -3.143], [0.539, 2.534, -2.477], [0.563, 1.107, -2.248], [1.062, 0.806, -1.009], [2.319, -0.026, -0.941], [0.491, 1.149, 0.008], [-1.699, 0.866, -4.078], [-1.926, -0.511, -3.465], [-1.881, -1.714, -4.532], [-0.912, -2.938, -4.272], [-2.633, -1.719, -5.689], [-3.159, -0.479, -2.600], [-4.451, -0.259, -3.362], [-4.893, 0.986, -3.743], [-5.203, -1.335, -3.661], [-1.396, -1.526, -0.184], [-1.644, -2.807, -1.395], [-1.535, -3.268, 0.260], [-3.827, -3.165, 0.413], [-3.863, -2.702, -1.247], [-3.981, -1.037, 1.187], [-3.097, 0.802, 0.364], [-1.379, 1.537, -1.083], [-2.801, 2.540, -3.392], [-1.058, 3.968, -2.711], [-0.580, 3.213, -4.196], [1.367, 2.756, -3.153], [0.722, 3.135, -1.588], [2.869, 0.180, -0.029], [1.987, -1.065, -0.932], [2.974, 0.166, -1.789], [-0.661, 0.909, -4.419], [-2.287, 1.046, -4.981], [-1.097, -0.677, -2.775], [-0.131, -2.614, -3.579], [-1.435, -3.772, -3.797], [-0.466, -3.238, -5.219], [-2.245, -1.158, -6.369], [-4.635, 1.139, -4.659], [-4.746, -2.147, -3.418], [6.155, 5.837, 2.408], [6.284, 4.503, 1.771], [6.750, 3.493, 2.967], [5.902, 3.315, 4.099], [4.661, 2.509, 3.760], [7.694, 4.663, 0.974], [8.337, 5.934, 0.848], [9.285, 6.198, 2.002], [5.887, 3.302, 0.699], [4.557, 3.133, 0.207], [3.798, 4.428, -0.001], [5.631, 4.284, 4.526], [6.491, 2.779, 4.845], [3.989, 3.085, 3.114], [4.107, 2.251, 4.663], [4.929, 1.589, 3.237], [7.599, 6.730, 0.752], [8.897, 5.914, -0.088], [8.835, 5.951, 2.963], [9.590, 7.244, 2.016], [10.180, 5.581, 1.905], [4.006, 2.467, 0.880], [4.641, 2.608, -0.748], [3.726, 5.009, 0.925], [2.783, 4.221, -0.344], [4.295, 5.050, -0.746], [10.885, -1.406, 4.800], [9.665, -1.590, 3.976], [8.574, -2.298, 4.972], [8.191, -1.625, 6.166], [7.314, -0.417, 5.887], [10.060, -2.859, 3.037], [11.397, -3.361, 3.002], [11.621, -4.430, 4.055], [8.573, -1.124, 2.838], [8.354, 0.260, 2.528], [9.595, 1.121, 2.602], [9.077, -1.336, 6.738], [7.636, -2.349, 6.763], [7.892, 0.379, 5.404], [6.906, -0.011, 6.813], [6.488, -0.684, 5.226], [12.115, -2.549, 3.104], [11.547, -3.789, 2.009], [11.216, -4.138, 5.022], [12.686, -4.638, 4.169], [11.119, -5.356, 3.768], [7.574, 0.659, 3.184], [7.953, 0.295, 1.514], [10.056, 1.084, 3.596], [9.343, 2.161, 2.388], [10.340, 0.788, 1.877], [-12.583, -3.205, -3.048], [-12.568, -2.762, -1.633], [-10.985, -2.775, -1.198], [-10.062, -1.969, -1.913], [-10.234, -0.490, -1.613], [-13.086, -4.081, -0.839], [-13.620, -5.204, -1.543], [-12.535, -6.199, -1.911], [-13.080, -1.835, -0.374], [-13.687, -0.550, -0.580], [-14.547, -0.470, -1.824], [-10.146, -2.158, -2.987], [-9.067, -2.292, -1.600], [-11.169, -0.113, -2.037], [-9.418, 0.091, -2.047], [-10.256, -0.314, -0.536], [-14.174, -4.879, -2.422], [-14.341, -5.680, -0.877], [-11.659, -5.707, -2.333], [-12.911, -6.925, -2.634], [-12.199, -6.739, -1.025], [-12.911, 0.220, -0.599], [-14.300, -0.350, 0.299], [-13.975, -0.708, -2.728], [-14.951, 0.535, -1.939], [-15.381, -1.172, -1.762]]}



Record 2
{"formula": "C30H70BrO3S3", "method": "ωB97M-V/def2-TZVPD", "e_tot_ev": -140929.55917, "orbital_gap_ev": 8.14, "homo_ev": -12.01, "max_force_ev_per_a": 1.4, "charge": 1, "elements": ["O", "S", "O", "O", "C", "C", "C", "S", "S", "C", "C", "C", "Br", "H", "H", "H", "H", "H", "H", "H", "H", "H", "H", "H", "H", "H", "H", "C", "C", "C", "C", "C", "C", "H", "H", "H", "H", "H", "H", "H", "H", "H", "H", "H", "H", "H", "H", "C", "C", "C", "C", "C", "C", "H", "H", "H", "H", "H", "H", "H", "H", "H", "H", "H", "H", "H", "H", "C", "C", "C", "C", "C", "C", "H", "H", "H", "H", "H", "H", "H", "H", "H", "H", "H", "H", "H", "H", "C", "C", "C", "C", "C", "C", "H", "H", "H", "H", "H", "H", "H", "H", "H", "H", "H", "H", "H", "H"], "xyz": [[1.939, 1.042, -0.954], [3.196, 0.492, -1.345], [4.391, 1.058, -0.818], [3.251, 0.523, -2.934], [3.197, -1.236, -0.965], [2.147, -2.091, -1.673], [0.694, -1.604, -1.488], [-0.167, -1.436, -3.066], [0.307, 0.444, -3.810], [-1.945, -1.334, -2.667], [-2.278, -0.885, -1.236], [-3.571, -0.072, -1.269], [-3.172, 1.727, -1.885], [3.744, -0.229, -3.288], [4.194, -1.623, -1.169], [3.069, -1.284, 0.116], [2.202, -3.079, -1.221], [2.385, -2.256, -2.724], [0.107, -2.375, -0.986], [0.606, -0.695, -0.900], [-0.947, 0.859, -4.066], [-2.328, -0.580, -3.352], [-2.377, -2.294, -2.940], [-1.486, -0.226, -0.891], [-2.388, -1.746, -0.580], [-4.009, 0.005, -0.281], [-4.295, -0.483, -1.965], [-1.331, 5.210, -1.974], [-2.800, 5.480, -1.659], [-3.331, 6.767, -2.289], [-2.638, 8.045, -1.815], [-2.685, 8.275, -0.305], [-4.102, 8.427, 0.242], [-0.683, 5.999, -1.592], [-0.999, 4.273, -1.520], [-1.173, 5.135, -3.052], [-2.944, 5.502, -0.575], [-3.401, 4.644, -2.029], [-4.404, 6.838, -2.095], [-3.229, 6.697, -3.377], [-3.102, 8.897, -2.319], [-1.594, 8.039, -2.140], [-2.119, 9.181, -0.076], [-2.177, 7.460, 0.218], [-4.612, 9.269, -0.231], [-4.079, 8.610, 1.317], [-4.700, 7.530, 0.074], [2.575, -5.472, -2.954], [4.015, -5.195, -2.531], [4.884, -4.653, -3.666], [5.048, -5.602, -4.854], [5.632, -6.970, -4.500], [7.040, -6.897, -3.917], [2.519, -6.228, -3.736], [1.993, -5.836, -2.103], [2.098, -4.560, -3.328], [4.457, -6.102, -2.114], [4.012, -4.461, -1.717], [5.867, -4.394, -3.265], [4.451, -3.712, -4.030], [5.693, -5.121, -5.594], [4.083, -5.745, -5.347], [5.654, -7.577, -5.407], [4.973, -7.493, -3.802], [7.727, -6.421, -4.620], [7.422, -7.895, -3.704], [7.067, -6.333, -2.984], [2.943, -8.880, -0.453], [1.822, -8.190, 0.318], [2.314, -7.040, 1.197], [3.293, -7.443, 2.301], [2.763, -8.496, 3.272], [1.535, -8.040, 4.054], [3.679, -9.330, 0.214], [2.543, -9.675, -1.082], [3.463, -8.167, -1.100], [1.284, -8.926, 0.920], [1.095, -7.792, -0.397], [1.449, -6.538, 1.642], [2.801, -6.291, 0.558], [3.569, -6.547, 2.866], [4.220, -7.809, 1.852], [3.559, -8.745, 3.978], [2.534, -9.421, 2.737], [1.757, -7.142, 4.635], [1.208, -8.813, 4.749], [0.694, -7.817, 3.395], [-6.864, 7.926, 6.908], [-5.350, 7.958, 7.093], [-4.638, 8.894, 6.117], [-4.797, 8.525, 4.641], [-4.323, 7.119, 4.274], [-2.833, 6.900, 4.522], [-7.144, 7.567, 5.916], [-7.330, 7.263, 7.638], [-7.292, 8.921, 7.040], [-4.948, 6.944, 7.005], [-5.125, 8.286, 8.110], [-3.575, 8.930, 6.373], [-5.014, 9.910, 6.263], [-4.242, 9.253, 4.040], [-5.844, 8.633, 4.347], [-4.532, 6.948, 3.215], [-4.900, 6.370, 4.823], [-2.236, 7.609, 3.945], [-2.534, 5.893, 4.226], [-2.576, 7.020, 5.575]]}